ORCA calculation (ωB97M-V with the def2-TZVPD basis set) on C34H32F3N3O4ReS as an isolated structure.

XYZ file:
```
78
Properties=species:S:1:pos:R:3:mulliken_spin:R:1
Re -0.26803 -0.36192 -0.37876 0.22
S 0.50630 -2.14933 0.33055 0.15
F 4.87091 3.71183 -7.28816 0.00
F 5.59466 1.71012 -7.65203 0.00
F 3.76412 2.38341 -8.59121 0.00
O -1.68620 -0.29304 -1.82479 0.00
O -3.83856 -0.05820 -2.37060 0.00
O -3.18912 5.49787 1.74631 0.00
O -1.36448 6.01018 0.72678 0.00
N -1.87099 0.05777 0.89024 0.04
N 0.41273 1.17178 0.72940 0.04
N -2.34923 5.31594 0.88391 0.00
C 3.62399 1.51866 -3.90775 0.00
C -0.04526 2.84031 2.41937 0.03
C -2.80819 0.38332 -1.91784 -0.02
C -3.06214 -0.58757 0.86411 0.02
C 1.72122 1.00171 -5.29044 0.00
C -3.73306 3.48414 0.01155 0.01
C -1.55640 2.52924 -1.43981 0.01
C -2.73706 1.79404 -1.37536 0.03
C -1.71024 1.09310 1.75136 0.07
C 2.85908 4.30824 3.85045 0.01
C 1.64291 1.75329 0.57078 0.08
C -0.42395 1.71784 1.67201 0.13
C -2.51933 4.14926 0.00280 0.01
C -5.16184 1.30042 3.40064 0.02
C -4.10254 -0.22603 1.66765 0.03
C -1.43863 3.72440 -0.74908 -0.02
C 2.00105 5.77284 2.00204 0.01
C -6.35465 1.59685 2.48090 0.00
C 3.69912 1.93829 -6.26679 0.00
C 0.95042 0.15561 -1.93828 -0.02
C 2.31866 1.03060 -4.02942 0.00
C 0.53322 5.20575 3.92748 0.01
C 4.31008 1.96868 -5.01828 0.00
C 1.62909 4.67123 3.00639 0.02
C -5.52736 0.15474 4.35529 0.00
C 2.03820 2.83667 1.28758 -0.03
C 4.47389 2.43332 -7.45312 0.00
C -2.75932 1.50797 2.58369 0.07
C 2.40717 1.45683 -6.40485 0.00
C 1.17879 3.43610 2.24347 0.04
C -4.85593 2.55438 4.21908 0.00
C 1.59472 0.57234 -2.88101 0.02
C -3.84262 2.30569 -0.70591 0.00
C -3.97474 0.86917 2.55170 -0.02
H -5.78728 -0.75383 3.81078 0.00
H -4.05065 2.38160 4.93635 0.00
H -6.12069 2.39440 1.77266 0.00
H -6.38699 0.44017 4.96425 0.00
H -7.20961 1.91663 3.07879 0.00
H 3.68264 3.95065 3.23096 0.00
H -4.57905 3.39816 3.58268 0.00
H 2.26922 1.29618 -0.17979 0.01
H -4.76519 1.74015 -0.71286 0.00
H -0.35411 5.50434 3.36493 0.00
H -6.65880 0.71956 1.90910 0.00
H -0.71264 2.14908 -2.00308 -0.01
H -5.02323 -0.78778 1.60052 0.01
H 0.24592 4.47315 4.68473 0.00
H 5.32036 2.34472 -4.92078 0.00
H 3.02486 3.23688 1.10069 0.01
H 2.81240 5.46240 1.34268 0.00
H 2.33323 6.66204 2.54082 0.00
H -0.75130 3.24360 3.12942 0.00
H 0.90238 6.08920 4.44993 0.00
H 0.71449 0.61840 -5.38540 0.00
H 2.61934 3.52982 4.57715 0.00
H -5.74220 2.84038 4.78655 0.00
H 1.14077 6.04547 1.38963 0.00
H 4.09220 1.53728 -2.93286 0.00
H 1.93906 1.43354 -7.37872 0.00
H -0.52070 4.29438 -0.75030 0.00
H -4.55114 3.87676 0.59731 0.00
H -4.69622 -0.07695 5.02348 0.00
H -3.13871 -1.40144 0.15612 0.00
H -2.60391 2.35617 3.23200 0.01
H 3.20682 5.18860 4.39393 0.00
```

Summary:
LUMO level (spin up / spin down): -1.05 / -1.59 eV
ΔE to the lowest compared entry with this formula, charge and spin: 0.6 kJ/mol
HOMO-LUMO gap (spin up / spin down): 5.485 / 6.548 eV
2S+1: 2

ORCA calculation (ωB97M-V with the def2-TZVPD basis set) on C34H32FeI2N7O4S2 as an isolated structure at a distorted geometry.

XYZ file:
```
82
Properties=species:S:1:pos:R:3:mulliken_spin:R:1
I -0.13209 4.13037 -3.71801 0.00
I 2.72742 0.39076 -7.39923 0.00
Fe 0.05993 -0.01865 -0.65834 3.58
S 1.44196 -1.29205 1.16403 0.06
S -2.03691 -0.01365 -2.40689 0.04
O -1.02889 -0.56171 5.86817 0.00
O -1.38581 -1.43383 0.32610 0.06
O -0.63616 -3.06138 -1.16079 -0.02
O 0.25632 1.59598 -1.80725 0.11
N 4.17944 -0.58217 0.90993 0.00
N 3.66777 -2.26966 2.17402 0.00
N 3.12212 1.38508 0.16944 0.02
N -1.63753 1.16006 4.50437 0.00
N -0.57357 1.32685 0.99929 0.03
N 1.45696 -0.72627 -2.16550 0.03
N -2.24937 -1.06858 4.03571 0.00
C 2.90211 -3.26034 2.91553 0.00
C -4.55620 -1.85468 1.28490 0.00
C 5.36698 2.11552 -1.29475 0.00
C -3.04754 1.09150 -1.40582 0.00
C 1.92410 0.76712 -5.51548 0.01
C -1.26686 1.67108 3.25764 0.00
C -0.55830 2.64715 0.80076 0.01
C 5.33889 0.91879 -0.60292 0.00
C 4.18686 0.61370 0.11409 0.00
C 2.04766 -1.89199 -2.29585 0.02
C 0.75640 2.28060 -4.02724 0.02
C 3.17899 2.54942 -0.48467 0.00
C -0.93092 0.85071 2.19163 0.01
C 1.98994 -0.20353 -4.47808 0.00
C -4.04128 0.27840 2.97455 0.00
C 3.12654 -1.30864 1.39077 0.02
C -3.27549 -0.87496 3.07818 0.00
C 2.60320 -1.47219 -4.58113 0.01
C 0.76590 1.37536 -2.99086 0.01
C -5.04391 0.35471 2.01570 0.00
C -0.93193 -2.17983 -0.47308 -0.04
C 5.36418 -1.13351 1.39337 0.00
C -5.32656 -0.70052 1.15848 0.00
C -1.60243 -0.19312 4.86710 0.00
C 2.63997 -2.30673 -3.49902 0.00
C 1.32690 1.97407 -5.28058 -0.01
C 1.41343 0.11885 -3.23549 0.01
C -0.87020 3.53640 1.81710 0.00
C -3.54272 -1.94104 2.22132 0.00
C 4.27007 2.95792 -1.22904 0.00
C -6.44259 -0.61976 0.15391 0.00
C 5.04110 -2.16664 2.18240 0.00
C -1.22314 3.04842 3.05927 0.00
C -3.15115 -1.42752 -2.50471 0.00
H -2.46731 2.00025 -1.25853 0.00
H -3.28669 0.63911 -0.44258 0.01
H 3.60722 -3.90096 3.43736 0.00
H -7.24646 -1.31355 0.40539 0.00
H -2.65777 -2.20403 -3.08539 0.00
H -4.75615 -2.70541 0.64316 0.00
H -6.86867 0.38175 0.11733 0.00
H -5.63537 1.26063 1.95469 0.00
H -3.88083 1.10722 3.64697 0.00
H 1.28470 2.71708 -6.06529 0.00
H -0.28965 2.97850 -0.19296 0.01
H 4.25140 3.90818 -1.74374 0.00
H 2.24802 -2.76583 3.63084 0.00
H 6.18527 0.25155 -0.65061 0.00
H -1.47176 3.72211 3.87050 0.00
H -2.95282 -2.84757 2.29777 0.00
H -3.96082 1.33401 -1.94645 0.00
H 2.29622 -3.84996 2.23106 0.00
H 6.32814 -0.71634 1.17958 0.00
H -0.91768 -0.22207 2.30988 0.00
H -6.09652 -0.87689 -0.84869 0.00
H 2.30018 3.17265 -0.41187 0.00
H 3.10780 -3.27915 -3.55541 0.00
H -3.40716 -1.81052 -1.51643 0.00
H -0.83602 4.60007 1.62864 0.00
H -4.06225 -1.12607 -3.01877 0.00
H 3.04277 -1.77156 -5.52347 0.00
H 2.06541 -2.52442 -1.41548 0.00
H -2.09925 -2.02170 4.33049 0.00
H 6.24247 2.38362 -1.87087 0.00
H -1.39107 1.73667 5.29609 0.00
H 5.66102 -2.83325 2.75374 0.00
```

Summary:
LUMO level (spin up / spin down): -2.39 / -2.56 eV
Total charge: +1
ΔE to the lowest compared entry with this formula, charge and spin: 53.4 kJ/mol
HOMO-LUMO gap (spin up / spin down): 7.432 / 7.293 eV
2S+1: 5

ORCA calculation (ωB97M-V with the def2-TZVPD basis set) on C34H32FeIO3PS4 as an isolated structure at a distorted geometry.

XYZ file:
```
76
Properties=species:S:1:pos:R:3:mulliken_spin:R:1
I 3.12141 -18.52196 -13.51226 0.04
Fe 2.80141 -15.57605 -14.07300 4.01
S 4.68263 -13.67281 -14.34939 -0.01
S -2.00889 -20.50610 -10.80665 0.00
S -3.71248 -19.66860 -13.93980 0.00
S -1.73592 -17.01200 -12.58681 0.00
P 3.02124 -14.58298 -11.70526 0.00
O 3.22660 -13.43505 -14.32103 0.02
O 4.81175 -15.16790 -14.25656 0.04
O 5.43549 -13.03432 -15.38683 0.01
C -0.70998 -18.11396 -11.55327 0.00
C 2.42362 -15.21942 -8.98032 0.01
C 1.51546 -16.22923 -15.48184 0.06
C 6.24636 -12.07490 -12.73252 0.00
C -0.75336 -19.59452 -11.79449 0.00
C -4.18319 -20.80166 -12.55829 0.00
C 0.68153 -11.33433 -10.71689 0.00
C 3.64405 -17.72055 -9.31223 0.00
C 0.87768 -19.11884 -17.84809 0.01
C -0.50828 -11.98864 -10.46221 0.00
C 2.39373 -16.15497 -7.93051 0.00
C 0.05538 -15.54570 -17.35462 -0.02
C -3.43188 -17.47028 -12.13196 0.00
C 0.73861 -15.27149 -16.12193 -0.09
C 4.53540 -13.45613 -11.64023 0.00
C 5.98536 -11.99885 -10.36418 0.00
C 0.88722 -17.83883 -17.28174 -0.01
C 3.08806 -15.53293 -10.16464 -0.01
C -4.25700 -18.05330 -13.26126 0.00
C 1.80972 -12.02826 -11.18250 0.00
C 1.95213 -19.97515 -15.86560 0.00
C 0.45573 -14.05970 -11.15028 0.04
C 1.48209 -17.58966 -15.99830 -0.07
C 0.16775 -16.78979 -17.91073 0.03
C 3.70467 -16.77827 -10.29937 0.01
C 6.65764 -11.54929 -11.51149 0.00
C 2.05813 -18.71046 -15.34617 -0.04
C 1.39695 -20.18166 -17.15740 -0.01
C -0.65615 -13.34631 -10.76605 0.00
C 1.68449 -13.41130 -11.37844 -0.04
C 4.90578 -12.87319 -10.42262 0.00
C 5.21951 -13.04217 -12.76272 0.01
C 2.97629 -17.42188 -8.11833 0.00
C -2.98605 -21.48757 -11.95160 0.00
H 0.42849 -15.09694 -11.33467 -0.03
H 2.89701 -18.17146 -7.32052 0.00
H 4.10539 -18.70924 -9.44170 0.00
H -0.97501 -19.79657 -12.83502 0.00
H -0.47356 -14.79544 -17.92834 0.00
H 1.48890 -21.19978 -17.54260 0.00
H 6.29025 -11.64400 -9.35788 0.00
H 2.69162 -11.48224 -11.30371 0.00
H -5.29439 -18.15453 -12.91711 0.00
H 7.46768 -10.84040 -11.41381 0.00
H -3.41328 -18.17190 -11.28195 0.00
H 0.64712 -10.24523 -10.53257 0.00
H 0.74783 -14.26991 -15.73055 0.01
H -4.16214 -17.28869 -14.02002 0.00
H 2.45843 -20.78688 -15.37129 0.00
H 0.50141 -19.23512 -18.87947 0.00
H 1.82279 -14.29068 -8.86403 0.00
H 4.46955 -13.25855 -9.46481 0.00
H -0.27235 -17.03017 -18.84611 0.00
H 1.93524 -15.87446 -6.97177 0.00
H 0.21313 -20.04973 -11.51224 0.00
H -2.37609 -21.84115 -12.77135 0.00
H 4.19582 -16.99004 -11.24930 0.00
H -4.75455 -20.23833 -11.81118 0.00
H -3.98719 -16.62082 -11.76019 0.00
H -3.24374 -22.34115 -11.34844 0.00
H -1.63835 -13.88181 -10.73466 0.00
H -0.94261 -17.86555 -10.50321 0.00
H -1.35511 -11.44381 -10.07290 0.00
H 6.74322 -11.75347 -13.66316 0.00
H -4.82822 -21.57859 -12.99472 0.00
H 0.31461 -17.73703 -11.71197 0.00
```

Summary:
LUMO level (spin up / spin down): 0.31 / 0.16 eV
ΔE to the lowest compared entry with this formula, charge and spin: 0.0 kJ/mol
HOMO-LUMO gap (spin up / spin down): 8.142 / 8.123 eV
2S+1: 5